No. 1
ORCA calculation (ωB97M-V with the def2-TZVPD basis set) on one molecule with the formula C7H8O.

Geometry (Å):
C (2.238, 0.050, 1.057)
C (0.838, 0.031, 0.474)
C (0.254, -1.185, 0.128)
C (-0.992, -1.223, -0.485)
C (-1.715, -0.042, -0.598)
O (-2.925, -0.068, -1.295)
C (-1.135, 1.174, -0.280)
C (0.133, 1.211, 0.285)
H (2.217, 0.404, 2.086)
H (2.904, 0.648, 0.443)
H (2.638, -0.963, 1.109)
H (0.856, -2.078, 0.211)
H (-1.395, -2.095, -0.983)
H (-2.751, -0.085, -2.249)
H (-1.712, 2.062, -0.510)
H (0.545, 2.159, 0.607)

structure (SMILES): Cc1ccc(O)cc1
total energy: -346.765576 hartree
HOMO: -8.88 eV
relative energy (zero: lowest compared OMol25 entry of this formula, charge and spin): 0.2703 eV

***

No. 2
ORCA calculation (ωB97M-V with the def2-TZVPD basis set) on a 9-piece molecular cluster, H18O9 overall.

Geometry (Å):
O (-2.574, 0.261, 0.324)
H (-2.881, -0.169, 1.150)
H (-2.492, -0.403, -0.370)
O (2.872, -1.039, 1.109)
H (2.602, -1.616, 1.864)
H (3.800, -1.323, 0.999)
O (-1.940, 2.815, -0.778)
H (-1.679, 2.008, -0.274)
H (-2.876, 2.899, -0.582)
O (2.424, -3.183, -0.475)
H (1.569, -3.494, -0.673)
H (2.303, -2.240, -0.286)
O (1.926, 1.606, -1.160)
H (1.437, 1.168, -0.464)
H (1.348, 2.286, -1.504)
O (-0.868, -2.345, 1.367)
H (-0.960, -2.146, 0.420)
H (-1.462, -1.672, 1.682)
O (-1.150, -1.666, -1.125)
H (-0.785, -1.296, -1.930)
H (-1.729, -2.322, -1.514)
O (0.329, 0.469, 0.408)
H (1.006, 0.032, 0.898)
H (-0.466, -0.022, 0.136)
O (0.363, 4.112, 0.151)
H (-0.603, 4.033, 0.091)
H (0.486, 3.248, 0.536)

structure (SMILES): O.O.O.O.O.O.O.O.O
total energy: -687.921060 hartree
HOMO: -10.07 eV
relative energy (zero: lowest compared OMol25 entry of this formula, charge and spin): 2.8500 eV

***

No. 3
ORCA calculation (ωB97M-V with the def2-TZVPD basis set) on a 2-piece molecular cluster, C2H2INO overall.

Geometry (Å):
C (-1.132, 1.562, 0.238)
C (0.469, -0.781, 0.641)
N (-1.104, 1.593, -0.896)
O (-0.096, -1.478, -0.212)
I (2.494, -0.134, 0.054)
H (-1.023, 1.234, 1.168)
H (0.392, -1.996, -0.993)

total energy: -504.962962 hartree
HOMO: -9.13 eV
relative energy (zero: lowest compared OMol25 entry of this formula, charge and spin): 2.8375 eV

***

No. 4
ORCA calculation (ωB97M-V with the def2-TZVPD basis set) on a 7-piece molecular cluster, C16H38Cl4FN3O7P overall.

Geometry (Å):
F (-0.139, -0.783, 0.522)
C (-1.138, -2.283, -2.307)
C (-2.278, -1.643, -1.553)
O (-3.458, -1.870, -1.772)
N (-1.805, -0.842, -0.566)
C (-2.556, 0.066, 0.269)
H (-0.727, -1.508, -2.960)
H (-1.391, -3.172, -2.877)
H (-0.325, -2.585, -1.645)
H (-0.799, -0.713, -0.612)
H (-2.662, 1.041, -0.216)
H (-1.950, 0.184, 1.162)
H (-3.568, -0.307, 0.416)
C (2.240, -1.805, -2.064)
C (3.229, -1.295, -1.055)
O (4.424, -1.188, -1.345)
N (2.797, -1.180, 0.205)
C (3.787, -0.976, 1.267)
H (1.735, -2.698, -1.693)
H (2.766, -2.060, -2.978)
H (1.409, -1.106, -2.185)
H (1.814, -0.989, 0.437)
H (4.232, -1.924, 1.571)
H (3.208, -0.569, 2.093)
H (4.590, -0.281, 1.037)
C (1.319, -1.086, 3.740)
C (-0.070, -1.454, 4.167)
O (-0.361, -1.845, 5.299)
N (-0.973, -1.279, 3.204)
C (-2.356, -1.662, 3.325)
H (1.320, -0.990, 2.651)
H (2.064, -1.780, 4.106)
H (1.426, -0.041, 4.047)
H (-0.591, -1.123, 2.271)
H (-2.394, -2.587, 3.899)
H (-2.801, -1.771, 2.336)
H (-2.984, -0.892, 3.782)
C (-3.528, 3.105, -2.789)
O (-2.578, 3.802, -1.993)
P (-1.006, 3.669, -2.172)
O (-0.189, 4.681, -1.524)
O (-0.720, 2.174, -1.611)
C (0.410, 1.381, -2.024)
O (-0.833, 3.462, -3.774)
C (-1.074, 4.515, -4.673)
H (-3.833, 3.758, -3.605)
H (-4.347, 2.730, -2.180)
H (-3.066, 2.203, -3.205)
H (1.110, 1.958, -2.626)
H (0.052, 0.466, -2.493)
H (0.880, 1.060, -1.091)
H (-2.014, 4.391, -5.222)
H (-0.363, 4.392, -5.500)
H (-0.977, 5.548, -4.341)
Cl (-0.930, 2.207, 3.090)
C (0.469, 2.299, 2.017)
C (0.856, 3.657, 1.533)
Cl (1.662, 4.706, 2.735)
H (0.232, 1.794, 1.073)
H (1.290, 1.686, 2.386)
H (-0.010, 4.188, 1.150)
H (1.632, 3.515, 0.785)
Cl (1.555, -4.816, -0.593)
C (0.720, -3.879, 0.681)
C (1.625, -3.553, 1.842)
Cl (2.134, -4.976, 2.858)
H (-0.206, -4.326, 1.040)
H (0.415, -2.916, 0.265)
H (1.078, -2.852, 2.472)
H (2.520, -3.033, 1.514)

net charge: -1
total energy: -3605.569604 hartree
HOMO: -5.66 eV
relative energy (zero: lowest compared OMol25 entry of this formula, charge and spin): 2.1478 eV

***

No. 5
ORCA calculation (ωB97M-V with the def2-TZVPD basis set) on one molecule with the formula C4H9NO2.

Geometry (Å):
C (-1.259, 1.388, -0.249)
C (-0.275, 0.286, 0.015)
C (-0.751, -1.128, -0.013)
O (-0.550, -1.830, 1.244)
N (0.960, 0.527, -0.637)
C (2.081, 0.001, -0.238)
O (2.118, -0.781, 0.813)
H (-0.916, 2.353, 0.146)
H (-2.203, 1.170, 0.261)
H (-1.499, 1.538, -1.321)
H (1.201, -0.804, 1.207)
H (-1.822, -1.158, -0.264)
H (-0.228, -1.760, -0.745)
H (-0.892, -1.216, 1.911)
H (1.013, 1.206, -1.397)
H (3.022, 0.208, -0.735)

total energy: -362.957857 hartree
HOMO: -6.60 eV
relative energy (zero: lowest compared OMol25 entry of this formula, charge and spin): 3.4743 eV

***

No. 6
ORCA calculation (ωB97M-V with the def2-TZVPD basis set) on an isolated ion of composition C8H7N2S and charge +1.

Geometry (Å):
C (2.075, -0.733, -0.969)
C (1.111, -1.444, -1.639)
C (1.667, 0.391, -0.278)
C (-0.192, -1.071, -1.713)
C (0.285, 0.665, -0.122)
C (-0.669, -0.140, -0.798)
C (-2.645, 1.038, 1.647)
C (-1.965, 0.151, -0.556)
N (-2.638, 0.896, 0.302)
N (-1.572, 0.892, 2.232)
S (-3.645, 0.046, -0.966)
H (3.103, -0.921, -1.048)
H (1.315, -2.445, -2.063)
H (2.518, 0.933, 0.186)
H (-0.873, -1.784, -2.093)
H (-0.169, 1.308, 0.596)
H (-3.576, 1.337, 2.023)
H (-1.450, 1.277, 3.239)

net charge: +1
total energy: -816.359117 hartree
HOMO: -13.82 eV
relative energy (zero: lowest compared OMol25 entry of this formula, charge and spin): 1.6826 eV

***

No. 7
ORCA calculation (ωB97M-V with the def2-TZVPD basis set) on C27H36CrGeN3O5PSSe as an isolated structure.

Geometry (Å):
Cr (0.010, -0.538, 0.103)
S (-2.107, 3.071, 1.801)
C (-0.518, 3.666, 1.418)
C (-0.022, 4.939, 1.642)
C (1.259, 5.218, 1.209)
C (2.024, 4.239, 0.578)
C (1.531, 2.969, 0.360)
C (0.233, 2.662, 0.772)
N (-0.453, 1.485, 0.597)
C (-1.681, 1.561, 1.068)
C (-2.571, 0.448, 0.954)
C (-3.912, 0.516, 1.341)
C (-4.716, -0.591, 1.176)
C (-4.179, -1.744, 0.618)
C (-2.842, -1.794, 0.255)
C (-1.983, -0.710, 0.405)
H (-0.632, 5.685, 2.127)
H (1.667, 6.204, 1.356)
H (3.022, 4.483, 0.253)
H (2.133, 2.219, -0.123)
H (-4.305, 1.433, 1.756)
H (-5.752, -0.563, 1.472)
H (-4.806, -2.609, 0.461)
H (-2.462, -2.713, -0.166)
C (-1.249, -1.707, 3.575)
C (0.004, -0.967, 3.308)
N (0.498, -0.671, 2.110)
C (1.750, -0.144, 2.312)
C (2.005, -0.096, 3.660)
N (0.888, -0.613, 4.259)
C (3.152, 0.365, 4.502)
O (4.216, 0.794, 3.872)
O (3.028, 0.320, 5.700)
C (2.625, 0.104, 1.128)
O (3.772, 0.520, 1.290)
O (2.087, -0.206, 0.024)
H (-1.980, -1.522, 2.791)
H (-1.668, -1.433, 4.539)
H (-1.035, -2.778, 3.583)
H (0.810, -0.687, 5.266)
H (4.159, 0.744, 2.867)
C (-2.321, -5.926, -2.805)
Ge (-1.217, -4.289, -2.624)
C (0.387, -4.361, -3.789)
C (-2.257, -2.643, -2.974)
C (-0.609, -4.435, -0.701)
Se (0.395, -3.024, 0.229)
C (2.176, -3.609, -0.321)
H (-2.669, -6.037, -3.828)
H (-3.191, -5.869, -2.157)
H (-1.760, -6.819, -2.544)
H (0.102, -4.683, -4.786)
H (1.119, -5.066, -3.407)
H (0.852, -3.383, -3.873)
H (-2.367, -2.491, -4.045)
H (-1.767, -1.773, -2.546)
H (-3.252, -2.726, -2.549)
H (0.012, -5.328, -0.599)
H (-1.494, -4.596, -0.084)
H (2.217, -3.689, -1.402)
H (2.380, -4.575, 0.141)
H (2.896, -2.876, 0.034)
C (0.333, -0.243, -4.656)
P (1.049, 0.038, -3.007)
C (1.594, 1.778, -2.983)
C (2.545, -0.989, -2.852)
O (0.006, -0.288, -1.962)
H (1.080, -0.051, -5.420)
H (-0.506, 0.435, -4.792)
H (-0.027, -1.264, -4.747)
H (1.980, 2.054, -3.960)
H (2.380, 1.914, -2.245)
H (0.749, 2.415, -2.733)
H (3.326, -0.596, -3.496)
H (2.334, -2.019, -3.131)
H (2.877, -0.940, -1.818)

2S+1: 2
net charge: +1
total energy: -7853.252044 hartree
HOMO (alpha / beta): -11.17 / -11.18 eV
<S²>: 0.7629
relative energy (zero: lowest compared OMol25 entry of this formula, charge and spin): 0.5544 eV

***

No. 8
ORCA calculation (ωB97M-V with the def2-TZVPD basis set) on a 4-piece molecular cluster, CH11N3O3 overall.

Geometry (Å):
N (-0.585, -1.160, 0.914)
C (0.390, -0.261, 1.015)
N (0.210, 0.677, 1.983)
N (1.240, -0.157, 0.028)
H (-0.419, -1.966, 0.326)
H (-1.622, -1.030, 0.860)
H (0.851, 1.465, 1.863)
H (-0.777, 0.965, 2.037)
H (1.457, -0.999, -0.510)
H (-3.743, -0.175, -0.021)
H (-2.346, 0.392, -0.221)
O (-3.030, 0.255, 0.464)
H (2.984, -0.965, -1.359)
H (3.882, -2.120, -1.795)
O (3.446, -1.325, -2.123)
H (-1.267, 1.745, -2.350)
H (-0.409, 1.946, -1.168)
O (-1.321, 1.703, -1.388)

2S+1: 2
net charge: +1
total energy: -434.360586 hartree
HOMO (alpha / beta): -15.04 / -15.03 eV
<S²>: 0.7673
relative energy (zero: lowest compared OMol25 entry of this formula, charge and spin): 0.8744 eV